{
  "formula": "C51H46N3",
  "method": "wB97M-V/def2-TZVPD",
  "symbols": ["H", "C", "C", "C", "H", "H", "H", "H", "C", "C", "C", "C", "C", "H", "C", "H", "C", "C", "H", "C", "C", "H", "H", "C", "H", "H", "C", "H", "C", "C", "C", "C", "H", "C", "C", "H", "C", "C", "C", "C", "H", "H", "H", "H", "N", "H", "H", "C", "H", "C", "C", "C", "H", "H", "C", "H", "H", "H", "H", "C", "N", "H", "H", "C", "C", "H", "H", "H", "C", "H", "C", "C", "N", "H", "H", "C", "C", "H", "H", "C", "H", "H", "C", "C", "C", "C", "H", "H", "C", "C", "H", "C", "C", "C", "H", "C", "H", "H", "C", "C"],
  "positions_angstrom": [[-8.288, -4.851, 0.512], [-1.867, -0.630, -1.133], [-5.687, -0.983, -3.580], [4.581, -3.467, -1.835], [1.790, 4.934, 4.813], [-2.037, 4.020, 2.932], [-4.788, -3.802, -2.875], [-2.523, 1.968, 4.148], [-0.442, 3.259, 1.744], [2.664, 6.545, 1.118], [3.702, 5.608, 1.735], [0.838, -0.505, 0.381], [-0.281, 1.800, 5.625], [-2.629, -0.550, 2.202], [-6.251, -0.058, -4.469], [0.630, 6.611, 1.937], [-2.740, -0.729, 1.131], [-4.078, -1.492, -0.741], [5.642, -6.907, -3.333], [1.534, 3.306, 6.184], [0.848, -1.821, -0.205], [-0.090, -2.336, -0.367], [-7.131, 0.066, -0.691], [0.555, 3.805, 2.548], [-7.179, -2.602, 0.475], [-0.337, 3.256, 0.663], [-5.968, -0.893, -2.215], [6.537, -1.702, 0.083], [-1.671, -0.370, 0.251], [-3.878, -1.366, 0.648], [-7.131, 0.921, -4.001], [-1.762, 3.077, 2.404], [-2.580, 2.875, 1.700], [5.328, -1.177, -1.613], [6.155, 0.574, -3.056], [-4.653, -1.746, 1.323], [3.228, -1.753, -0.560], [2.002, -2.444, -0.639], [4.480, -3.698, -3.217], [-7.473, 0.965, -2.644], [2.838, 6.687, 0.048], [0.919, 1.640, 7.425], [-5.904, -6.042, -2.895], [8.022, 1.477, -2.451], [4.333, -2.158, -1.302], [-8.175, 1.712, -2.270], [-5.003, -1.757, -3.931], [2.928, 4.508, 2.474], [-1.497, 1.034, 3.102], [5.216, -4.427, -1.031], [-0.384, 0.180, 0.672], [-6.906, -3.384, -0.236], [-3.217, -1.242, -2.703], [-0.974, 0.999, 5.906], [-6.896, 0.055, -1.757], [4.283, -0.503, -3.362], [-1.043, -0.451, -1.825], [4.222, 0.005, 0.219], [4.120, -2.898, -3.863], [2.121, 0.078, 0.624], [-5.365, -1.788, -1.256], [4.346, 6.134, 2.442], [4.710, -5.130, -4.815], [-3.063, -1.112, -1.629], [5.178, -0.375, -2.749], [8.259, 0.055, -0.406], [2.694, 7.534, 1.582], [6.031, 1.198, -3.943], [-7.523, -4.635, -0.234], [5.417, -4.180, 0.013], [0.509, 3.397, 3.972], [-5.549, -4.061, -2.136], [1.534, 4.683, 2.122], [3.257, 3.492, 2.199], [4.340, 5.161, 0.967], [3.265, -0.507, 0.115], [7.267, 0.722, -2.221], [2.189, 1.027, 1.173], [1.976, -3.439, -1.092], [7.412, -0.078, -1.082], [2.311, 3.650, 6.866], [-7.555, 1.652, -4.693], [-6.182, -5.304, -2.142], [-1.611, 2.040, 3.530], [1.281, 5.909, 1.372], [4.843, -4.940, -3.750], [-7.652, -6.569, -1.190], [3.109, 4.605, 3.557], [1.323, 3.963, 4.975], [6.454, -1.053, -0.792], [-0.351, 1.206, 1.028], [5.610, -5.653, -1.572], [5.382, -5.929, -2.923], [-0.430, 2.412, 4.379], [0.744, 5.693, 0.437], [-7.164, -5.593, -1.189], [-5.985, -0.103, -5.527], [6.098, -6.389, -0.932], [0.749, 2.184, 6.493], [-5.912, -3.103, -1.182]],
  "forces_ev_per_angstrom": [[0.2, 0.0, -0.2], [0.6, 0.0, 0.5], [-0.1, 0.4, 0.0], [0.8, -0.8, -0.6], [0.1, -0.4, -0.1], [0.1, -0.4, -0.5], [-0.2, -0.2, 0.2], [0.4, 0.2, -0.1], [1.6, 2.0, 0.5], [-0.4, 0.2, -0.1], [0.2, -0.4, 0.0], [-1.6, 0.6, 0.4], [0.4, 0.2, 0.2], [-0.1, -0.1, -0.3], [0.0, -0.1, 0.2], [0.3, -0.4, -0.1], [0.8, 0.1, -0.2], [-0.4, 0.8, -0.4], [0.0, 0.4, 0.1], [-0.5, -0.4, 0.0], [0.6, -0.7, -0.4], [0.0, 0.1, 0.1], [0.0, 0.1, -0.3], [-1.4, -0.6, -0.7], [0.0, -0.3, -0.2], [-0.1, 0.6, 0.0], [-0.2, 0.1, -0.1], [0.1, 0.2, -0.2], [-1.2, -0.7, -0.5], [0.1, 0.0, -0.2], [0.0, -0.1, 0.1], [-0.8, -0.3, 0.9], [0.3, -0.3, 0.2], [1.0, 0.5, -0.1], [0.0, -0.2, 0.2], [0.3, 0.4, -0.2], [1.3, -0.1, -1.9], [-1.1, -0.2, 0.5], [-0.3, -0.1, 0.3], [0.2, -0.2, -0.1], [0.0, 0.0, 0.2], [-0.1, 0.2, -0.3], [-0.1, 0.1, 0.2], [-0.2, -0.3, 0.1], [-1.5, 0.7, 1.2], [0.2, -0.2, -0.2], [-0.2, 0.2, 0.0], [0.5, -0.1, 0.5], [0.2, 0.0, 0.1], [-0.3, 0.2, -0.1], [1.7, -1.5, -1.2], [0.3, -0.1, -0.3], [0.1, 0.2, 0.4], [0.2, 0.3, 0.0], [0.3, -0.1, -0.1], [0.3, 0.1, 0.1], [-0.2, 0.2, 0.2], [-0.3, -0.2, 0.1], [0.0, -0.3, 0.1], [0.9, 0.1, -0.4], [0.1, 0.1, 0.1], [0.0, 0.0, -0.2], [0.1, 0.1, 0.3], [-0.1, -0.2, 0.4], [0.0, -0.1, 0.4], [-0.2, 0.0, -0.3], [0.1, -0.1, -0.1], [0.1, -0.2, 0.3], [0.1, 0.0, -0.1], [-0.1, -0.2, -0.2], [-0.8, 0.3, 1.0], [-0.2, 0.0, 0.3], [0.4, -0.4, -0.1], [0.0, 0.3, 0.0], [0.0, 0.1, 0.1], [-0.5, 1.0, 0.8], [-0.1, 0.0, 0.1], [-0.1, -0.4, -0.3], [-0.1, 0.4, 0.1], [-0.2, -0.1, -0.1], [-0.4, 0.0, 0.0], [0.1, -0.3, 0.2], [0.0, 0.1, 0.1], [-0.4, -0.2, -0.7], [-0.7, 0.2, -0.3], [0.0, 0.1, 0.2], [0.1, 0.3, 0.0], [0.0, -0.1, -0.5], [0.1, -0.2, -0.2], [-0.2, 0.2, -0.2], [0.2, -0.2, 0.7], [-0.2, 0.2, 0.0], [0.0, 0.2, 0.1], [0.6, -0.2, 0.6], [0.2, 0.1, 0.1], [0.1, 0.1, 0.1], [-0.2, 0.0, 0.3], [-0.2, 0.2, -0.2], [0.1, 0.1, -0.1], [-0.5, -0.4, 0.0]],
  "e_tot_ev": -58095.404,
  "orbital_gap_ev": 4.9258,
  "charge": 1,
  "max_force_ha_per_bohr": 0.0509
}


{
  "formula": "C6H8MnO6",
  "method": "wB97M-V/def2-TZVPD",
  "symbols": ["C", "O", "Mn", "H", "O", "O", "H", "C", "O", "C", "H", "C", "O", "H", "H", "H", "H", "C", "C", "H", "O"],
  "positions_angstrom": [[-1.186, 1.994, 1.428], [0.107, -2.056, -0.506], [1.188, -2.712, 0.842], [2.351, 3.188, 0.314], [-1.127, -1.126, -2.135], [2.158, 1.270, 1.379], [0.702, 3.685, 0.303], [-1.788, 0.609, -0.561], [1.464, 3.296, 0.794], [-0.113, -1.759, -1.686], [-1.466, -0.193, 1.368], [1.246, 2.010, 1.488], [0.121, 1.945, 2.087], [-2.326, -1.490, -0.463], [-1.816, 1.498, -1.199], [-1.874, 2.157, 2.263], [-1.214, 2.865, 0.763], [-1.480, 0.700, 0.738], [-2.167, -0.694, -1.198], [-3.052, -0.592, -1.832], [0.756, -2.122, -2.575]],
  "forces_ev_per_angstrom": [[-0.7, 0.3, -0.1], [0.2, -0.3, 1.8], [0.7, -0.6, 0.7], [-1.1, 0.7, 0.2], [1.1, -0.5, 0.0], [-0.3, 0.1, 0.3], [0.6, 0.3, 0.0], [0.3, 0.2, 0.3], [0.8, 0.2, -0.6], [-1.3, 1.0, -2.9], [-0.2, 0.2, 0.0], [0.0, -1.2, -0.2], [0.4, -0.2, 0.5], [0.0, 0.2, -0.2], [0.0, -0.2, 0.2], [0.1, 0.1, -0.2], [-0.2, -0.2, 0.1], [0.2, -0.1, -0.6], [-0.9, 0.2, 0.6], [0.2, -0.1, 0.1], [0.1, 0.0, -0.1]],
  "e_tot_ev": -49920.039,
  "orbital_gap_ev": [6.8702, 6.2133],
  "multiplicity": 7,
  "charge": 3,
  "max_force_ha_per_bohr": 0.0642
}


{
  "formula": "C39H54BN9O2Ru",
  "method": "wB97M-V/def2-TZVPD",
  "symbols": ["H", "H", "C", "C", "H", "H", "C", "C", "H", "H", "N", "C", "H", "C", "C", "H", "C", "H", "H", "C", "H", "N", "H", "C", "H", "H", "C", "H", "H", "C", "H", "H", "H", "H", "B", "C", "C", "C", "C", "H", "H", "O", "H", "O", "C", "C", "C", "C", "H", "H", "C", "H", "H", "C", "H", "H", "C", "H", "N", "C", "H", "N", "C", "H", "H", "H", "H", "C", "N", "H", "H", "H", "H", "H", "H", "C", "C", "H", "H", "Ru", "N", "C", "H", "H", "C", "H", "C", "H", "C", "C", "H", "C", "H", "C", "N", "N", "C", "N", "C", "H", "C", "H", "C", "H", "H", "H"],
  "positions_angstrom": [[1.473, -0.153, 4.127], [-2.333, 0.838, 5.524], [3.067, -4.345, -0.130], [-2.593, -2.246, -0.518], [-1.445, -2.458, 3.946], [-5.167, -1.417, -1.046], [2.955, 2.133, -1.507], [-3.840, -2.500, 0.287], [0.536, 1.852, -5.090], [1.556, 4.739, 0.864], [0.695, 0.014, 0.974], [-2.337, 3.754, 1.800], [1.354, -3.994, -2.247], [-2.006, 3.099, -1.395], [3.119, 4.310, -0.563], [1.086, 1.153, -3.580], [-0.999, 2.369, -2.023], [0.538, 2.497, 0.652], [0.772, 4.267, -4.299], [3.601, 3.351, -1.437], [-1.292, 3.029, -3.949], [-0.728, 1.291, -1.282], [1.421, 3.720, -2.759], [1.989, 4.016, 0.186], [3.599, 5.276, -0.482], [-3.684, 1.419, 2.270], [-1.495, -0.281, 3.872], [3.580, 1.318, 3.391], [1.465, -4.620, 1.292], [3.588, -3.478, -1.074], [1.416, -1.709, -3.542], [-0.102, -4.988, -2.336], [-0.517, 0.745, -4.204], [-3.292, -1.794, 2.279], [-1.726, -0.037, 0.600], [0.501, 3.946, -3.293], [3.714, 1.336, 2.307], [3.840, -1.158, 2.225], [-4.939, -1.472, 0.019], [3.252, 2.246, 1.929], [-2.790, -3.453, 1.933], [4.293, 1.279, -3.257], [-1.681, 3.055, 2.329], [4.442, -1.521, -2.954], [1.001, -0.118, 3.160], [1.413, 2.765, 0.076], [-0.361, -0.172, 2.896], [-3.580, -2.716, 1.777], [-0.034, -1.182, -4.394], [-2.708, -3.873, -1.985], [-0.297, -3.024, -3.269], [3.284, 0.116, 0.593], [-5.850, -1.752, 0.549], [-2.190, -3.018, -1.581], [4.449, 3.516, -2.088], [0.472, -2.405, 0.832], [1.364, -2.729, 0.314], [-2.265, -1.698, 5.316], [2.720, -0.115, -2.237], [-1.006, -2.458, -2.065], [0.899, -2.553, -4.984], [-1.596, 1.285, -0.216], [-4.203, 2.094, 1.591], [-2.443, 4.022, -1.741], [-4.645, -0.480, 0.354], [4.785, 1.387, 2.105], [-1.114, -3.358, -3.914], [-3.241, 2.990, 0.820], [-0.515, -0.094, 1.563], [-4.841, 1.510, 0.932], [-0.572, 0.911, 5.435], [-1.714, 4.483, 1.282], [3.720, -1.218, 3.309], [-2.938, 4.279, 2.544], [-3.850, 3.724, 0.288], [0.210, 1.550, -4.095], [0.539, -2.053, -4.084], [4.908, -1.090, 2.012], [0.903, -4.753, -3.772], [0.909, -0.022, -1.040], [-0.690, -1.405, -1.309], [1.640, -0.005, 1.924], [0.012, 4.780, -2.789], [-2.427, -0.254, 3.305], [-1.422, -1.608, 4.629], [-4.486, -3.087, 2.258], [3.409, 1.065, -2.472], [3.464, -2.084, 1.793], [1.923, -3.969, 0.561], [-1.487, 0.904, 4.839], [-1.551, 1.855, 4.309], [-0.418, 2.726, -3.364], [-4.850, 2.729, 2.198], [2.961, -2.262, -1.270], [-1.680, -1.256, -0.363], [1.910, 1.823, -0.737], [0.509, -4.267, -2.879], [1.897, -1.876, -0.570], [3.468, -1.278, -2.291], [3.531, -5.305, 0.054], [-2.352, 2.405, -0.253], [-2.737, -0.060, 1.205], [3.121, 0.076, 1.671], [-0.503, -1.667, 5.215], [-4.201, -3.454, -0.107], [4.456, -3.708, -1.676]],
  "forces_ev_per_angstrom": [[0.0, 0.0, 0.0], [0.0, 0.0, 0.0], [0.0, 0.0, 0.0], [0.0, 0.0, 0.0], [0.0, 0.0, 0.0], [0.0, 0.0, 0.0], [0.1, -0.1, -0.1], [0.0, 0.0, 0.0], [0.0, 0.0, 0.0], [0.0, 0.0, 0.0], [0.0, 0.0, 0.2], [0.0, 0.0, 0.0], [0.0, 0.0, 0.0], [0.0, 0.0, 0.0], [0.0, 0.0, 0.0], [0.0, 0.0, 0.0], [-0.1, 0.0, 0.0], [0.0, 0.0, 0.0], [0.0, 0.0, 0.0], [0.0, 0.1, 0.0], [0.0, 0.0, 0.0], [-0.1, 0.2, -0.2], [0.0, 0.0, 0.0], [0.0, 0.0, 0.0], [0.0, 0.0, 0.0], [0.0, 0.0, 0.0], [0.0, 0.0, 0.0], [0.0, 0.0, 0.0], [0.0, 0.0, 0.0], [0.0, -0.1, 0.0], [0.0, 0.0, 0.0], [0.0, 0.0, 0.0], [0.0, 0.0, 0.0], [0.0, 0.0, 0.0], [0.0, 0.0, 0.1], [0.0, 0.0, 0.0], [0.0, 0.0, 0.0], [0.0, 0.0, 0.0], [0.0, 0.0, 0.0], [0.0, 0.0, 0.0], [0.0, 0.0, 0.0], [0.0, -0.1, 0.0], [0.0, 0.0, 0.0], [0.0, 0.0, -0.1], [0.0, 0.0, 0.0], [0.0, 0.0, 0.0], [0.0, 0.0, 0.0], [0.0, 0.0, 0.0], [0.0, -0.1, 0.0], [0.0, 0.0, 0.0], [0.0, 0.0, 0.1], [0.0, 0.0, 0.0], [0.0, 0.0, 0.0], [0.0, 0.0, 0.0], [0.0, 0.0, 0.0], [0.0, 0.0, 0.0], [0.0, -0.1, 0.0], [0.0, 0.0, 0.0], [-0.3, 0.1, 0.1], [0.0, 0.0, -0.1], [0.0, 0.0, 0.0], [0.1, 0.0, 0.0], [0.0, 0.0, 0.0], [0.0, 0.0, 0.0], [0.0, 0.0, 0.0], [0.0, 0.0, 0.0], [0.0, 0.0, 0.0], [0.1, 0.0, 0.1], [0.0, 0.0, -0.1], [0.0, 0.0, 0.0], [0.0, 0.0, 0.0], [0.0, 0.0, 0.0], [0.0, 0.0, 0.0], [0.0, 0.0, 0.0], [0.0, 0.0, 0.0], [0.0, 0.0, 0.0], [0.0, 0.0, 0.0], [0.0, 0.0, 0.0], [0.0, 0.0, 0.0], [0.2, -0.5, -0.4], [0.1, 0.1, 0.1], [0.0, 0.0, 0.1], [0.0, 0.0, 0.0], [0.0, 0.0, 0.0], [0.0, 0.0, 0.0], [0.0, 0.0, 0.0], [0.0, 0.1, 0.1], [0.0, 0.0, 0.0], [0.0, 0.0, 0.0], [0.0, 0.0, 0.0], [0.0, 0.0, 0.0], [0.0, 0.0, 0.0], [0.0, 0.0, 0.0], [0.1, 0.0, -0.1], [0.0, -0.1, 0.0], [0.0, 0.0, 0.1], [0.0, 0.0, 0.0], [-0.1, 0.1, 0.1], [0.0, -0.1, 0.2], [0.0, 0.0, 0.0], [-0.1, 0.0, 0.0], [0.0, 0.0, 0.0], [0.0, 0.0, 0.0], [0.0, 0.0, 0.0], [0.0, 0.0, 0.0], [0.0, 0.0, 0.0]],
  "e_tot_ev": -62084.076,
  "orbital_gap_ev": [8.3689, 7.9485],
  "multiplicity": 2,
  "charge": 1,
  "max_force_ha_per_bohr": 0.0122
}